## a
A cluster of 2 separate species, C6H12O3 in total, computed with ωB97M-V with the def2-TZVPD basis set.

```
! wB97M-V def2-TZVPD RIJCOSX def2/J DEFGRID3
* xyz 0 1
C 1.242 -1.251 -0.476
C -1.209 0.987 0.075
C 1.005 -2.518 -1.258
C 1.541 -1.428 0.986
C -2.362 1.859 0.579
C 0.102 1.716 0.345
O 1.201 -0.165 -1.002
O 0.503 2.563 -0.610
O 0.698 1.636 1.387
H 0.023 2.433 -1.437
H -1.314 0.763 -0.995
H -1.199 0.046 0.630
H -0.060 -2.707 -1.292
H 1.490 -3.361 -0.796
H 1.346 -2.400 -2.277
H 1.041 -2.300 1.400
H 2.610 -1.570 1.095
H 1.279 -0.527 1.530
H -2.353 2.835 0.096
H -2.270 2.005 1.651
H -3.315 1.382 0.368
*
```

Calculated values
E_HOMO, hartree: -0.3590
Kohn-Sham gap, eV: 10.49
SMILES string: CCC(=O)O.CC(C)=O

---

## b
A cluster of 2 separate species, C6H12O3 in total, computed with ωB97M-V with the def2-TZVPD basis set.

```
! wB97M-V def2-TZVPD RIJCOSX def2/J DEFGRID3
* xyz 0 1
C -1.043 -0.164 -0.367
C -2.175 -1.003 0.217
C 1.499 -2.236 -0.190
O 1.060 -2.458 0.844
O 1.945 -2.020 -1.220
H 0.132 -0.741 1.924
H -1.441 0.498 -1.137
H -0.324 -0.828 -0.850
H -2.873 -0.368 0.757
H -2.711 -1.514 -0.579
H -1.788 -1.750 0.908
C 1.094 1.093 0.294
C 1.229 1.647 -1.118
C -0.340 0.705 0.699
O -0.329 0.106 1.976
H -0.930 1.617 0.843
H 1.449 1.835 1.013
H 1.740 0.214 0.399
H 1.015 0.886 -1.864
H 0.546 2.480 -1.267
H 2.244 2.002 -1.280
*
```

Calculated values
E_HOMO, hartree: -0.3698
Kohn-Sham gap, eV: 10.62
SMILES string: CCC(O)CC.O=C=O

---

## c
A structure of composition C6H12O3, computed with ωB97M-V with the def2-TZVPD basis set.

```
! wB97M-V def2-TZVPD RIJCOSX def2/J DEFGRID3
* xyz 0 1
C -0.871 -0.030 0.550
C -0.353 -0.737 -0.779
C -1.539 1.294 0.206
C 0.868 -1.644 -0.737
C -0.623 2.439 -0.017
C 0.894 -2.641 0.408
O 2.179 -0.356 -0.341
O 0.335 2.427 -0.756
O -0.842 3.439 0.802
H -1.463 -0.757 1.084
H -0.085 0.183 1.211
H -1.204 -1.511 -1.260
H -0.296 -0.065 -1.495
H -2.024 1.184 -0.797
H -2.393 1.478 0.931
H 1.866 -2.764 0.875
H 0.688 -3.617 0.005
H 0.276 -2.426 1.274
H 2.050 0.547 -0.516
H 2.801 -0.588 -1.025
H -0.263 4.147 0.377
*
```

Calculated values
E_HOMO, hartree: -0.2503
Kohn-Sham gap, eV: 7.37

---

Tell me which of them is the least stable. Sure, it is c.

---

## a
A structure of composition C2HCl2FO, computed with ωB97M-V with the def2-TZVPD basis set.

```
! wB97M-V def2-TZVPD RIJCOSX def2/J DEFGRID3
* xyz 0 1
C 0.231 -0.083 0.314
C -0.486 1.409 0.208
H 0.268 2.512 0.494
O -1.573 1.475 -0.315
F 0.073 -0.527 1.607
Cl -0.994 -1.138 -0.480
Cl 1.770 0.107 -0.435
*
```

Calculated values
E_HOMO, hartree: -0.3916
Kohn-Sham gap, eV: 10.79

---

## b
The molecule C2HCl2FO, computed with ωB97M-V with the def2-TZVPD basis set.

```
! wB97M-V def2-TZVPD RIJCOSX def2/J DEFGRID3
* xyz 0 1
C -0.453 0.283 0.058
C 0.866 -0.487 -0.061
H 0.891 -1.206 0.831
O 1.676 -0.332 -0.906
F -0.770 0.244 1.425
Cl -0.421 1.989 -0.519
Cl -1.790 -0.492 -0.828
*
```

Calculated values
E_HOMO, hartree: -0.4092
Kohn-Sham gap, eV: 10.89
SMILES string: O=CC(F)(Cl)Cl

---

Tell me which of them is the least stable. Sure, it is a.

---

## a
A cluster of 2 separate species, C2H7O in total, computed with ωB97M-V with the def2-TZVPD basis set.

```
! wB97M-V def2-TZVPD RIJCOSX def2/J DEFGRID3
* xyz -1 1
O -2.856 -3.489 1.447
H -2.930 -3.045 0.593
C 1.070 1.444 0.026
C 0.383 0.183 -0.496
H 1.603 1.914 -0.802
H 1.779 1.234 0.826
H 0.336 2.151 0.413
H -0.269 -0.296 0.224
H -0.208 0.460 -1.375
H 1.091 -0.556 -0.856
*
```

Calculated values
E_HOMO, hartree: -0.0665
Kohn-Sham gap, eV: 5.26

---

## b
A cluster of 2 separate species, C2H7O in total, computed with ωB97M-V with the def2-TZVPD basis set.

```
! wB97M-V def2-TZVPD RIJCOSX def2/J DEFGRID3
* xyz -1 1
O -2.368 -0.329 -0.502
H -3.036 -0.885 -0.273
C 0.531 0.571 0.495
C 1.867 -0.189 0.002
H 0.790 1.611 0.463
H -0.249 0.266 -0.050
H 0.432 0.266 1.585
H 2.767 0.280 0.465
H 2.103 0.117 -1.057
H 1.746 -1.318 -0.101
*
```

Calculated values
E_HOMO, hartree: -0.0767
Kohn-Sham gap, eV: 6.32

---

Tell me which of them is the least stable. Sure, it is b.

---

## a
A cluster of 2 separate species, C3H5N2O in total, computed with ωB97M-V with the def2-TZVPD basis set.

```
! wB97M-V def2-TZVPD RIJCOSX def2/J DEFGRID3
* xyz 1 1
C 0.071 -0.323 -0.639
C -0.283 2.506 -0.676
C -0.632 -0.989 -1.630
N 0.716 -0.053 0.276
N -1.009 2.191 -1.564
O 0.471 2.519 0.217
H -0.677 -0.348 -2.658
H -1.676 -1.174 -1.331
H -0.155 -1.952 -1.876
H 1.314 0.699 0.727
H -1.398 2.608 -2.475
*
```

Calculated values
E_HOMO, hartree: -0.5758
Kohn-Sham gap, eV: 10.79

---

## b
The ion C3H5N2O with charge +1, computed with ωB97M-V with the def2-TZVPD basis set.

```
! wB97M-V def2-TZVPD RIJCOSX def2/J DEFGRID3
* xyz 1 1
C -0.643 -0.067 0.009
C 1.174 0.055 -0.009
C -2.110 0.024 0.003
N 0.268 -0.934 -0.288
N 2.447 0.050 0.026
O 0.295 1.047 0.246
H -2.509 0.521 -0.899
H -2.496 0.493 0.852
H -2.407 -1.071 0.040
H 2.833 -0.852 -0.106
H 3.148 0.733 0.128
*
```

Calculated values
E_HOMO, hartree: -0.6108
Kohn-Sham gap, eV: 10.91

---

## c
A cluster of 2 separate species, C3H5N2O in total, computed with ωB97M-V with the def2-TZVPD basis set.

```
! wB97M-V def2-TZVPD RIJCOSX def2/J DEFGRID3
* xyz 1 1
C -2.415 0.345 -0.031
C 0.597 -0.850 0.880
C -0.060 -0.970 -0.477
N 1.099 1.056 -0.757
N 0.700 -0.044 -0.244
O -3.313 0.646 0.574
H -0.005 -0.337 1.659
H 1.519 -1.414 1.218
H -0.409 -1.641 -1.178
H 1.789 1.700 -0.241
H 0.500 1.511 -1.402
*
```

Calculated values
E_HOMO, hartree: -0.5527
Kohn-Sham gap, eV: 10.53

---

Tell me which of them is the least stable. Sure, it is c.

---

## a
A cluster of 2 separate species, C11H17NOP in total, computed with ωB97M-V with the def2-TZVPD basis set.

```
! wB97M-V def2-TZVPD RIJCOSX def2/J DEFGRID3
* xyz 1 1
C -2.630 -0.990 0.740
C -1.850 -0.412 1.680
C -2.717 -0.472 -0.568
C -1.035 0.647 1.323
C -1.911 0.612 -0.910
C -0.959 1.179 -0.023
C 1.408 -2.260 -0.859
C 1.401 -0.882 -1.490
C 1.726 -2.000 0.673
C 1.631 0.042 -0.390
C -0.036 2.197 -0.410
N 1.244 -0.624 0.858
O -0.041 2.685 -1.688
P 1.144 2.981 0.797
H -3.346 -1.554 1.286
H -1.879 -0.702 2.804
H -3.651 -0.779 -1.197
H -0.403 1.099 2.043
H -2.003 1.022 -2.000
H 0.394 -2.899 -0.926
H 2.172 -2.859 -1.379
H 2.159 -0.826 -2.307
H 0.402 -0.690 -1.915
H 1.052 -2.689 1.208
H 2.778 -2.035 0.899
H 2.260 0.870 -0.246
H 0.112 -0.402 1.077
H 1.594 -0.237 1.695
H -0.609 2.212 -2.254
H 1.430 4.009 0.030
H 0.161 3.761 1.446
*
```

Calculated values
E_HOMO (alpha / beta), hartree: -0.4341 / -0.3948
Kohn-Sham gap (alpha / beta), eV: 7.70 / 7.03

---

## b
The ion C11H17NOP with charge +1, computed with ωB97M-V with the def2-TZVPD basis set.

```
! wB97M-V def2-TZVPD RIJCOSX def2/J DEFGRID3
* xyz 1 1
C 4.273 -0.955 -0.213
C 3.388 -1.626 0.593
C 3.887 0.273 -0.691
C 2.174 -1.061 0.901
C 2.648 0.779 -0.383
C 1.764 0.119 0.419
C -3.478 0.291 -0.268
C -2.355 1.363 -0.121
C -3.041 -0.755 0.841
C -0.991 0.728 -0.319
C -0.741 0.279 -1.767
N -1.692 -1.086 0.585
O 0.547 2.549 0.892
P 0.384 1.113 0.860
H 5.278 -1.296 -0.211
H 3.952 -2.491 1.089
H 4.539 0.854 -1.277
H 1.602 -1.600 1.642
H 2.331 1.779 -0.815
H -4.442 0.873 0.085
H -3.556 -0.077 -1.273
H -2.315 2.129 -0.888
H -2.435 1.741 0.866
H -3.049 -0.348 1.857
H -3.703 -1.564 0.549
H -0.795 -0.786 -1.832
H 0.300 0.521 -1.964
H -1.436 0.817 -2.426
H -1.212 -1.277 1.487
H -1.698 -1.853 -0.227
H -0.128 0.566 2.012
*
```

Calculated values
E_HOMO, hartree: -0.4759
Kohn-Sham gap, eV: 8.57

---

Tell me which of them is the least stable. Sure, it is a.

---

## a
A cluster of 2 separate species, C3H7Br3Si in total, computed with ωB97M-V with the def2-TZVPD basis set.

```
! wB97M-V def2-TZVPD RIJCOSX def2/J DEFGRID3
* xyz 0 1
C -0.724 -1.322 -1.418
C 0.514 -1.198 0.660
C 0.563 -1.231 -0.609
Si -0.117 1.973 1.026
Br 1.263 2.802 -0.391
Br -1.161 3.706 1.938
Br 1.347 1.429 2.639
H -1.633 -1.361 -0.888
H -0.677 -0.488 -2.161
H -0.660 -2.157 -2.056
H 1.516 -1.263 1.291
H -0.300 -1.569 1.285
H -1.358 1.644 -0.039
H 1.427 -0.963 -1.278
*
```

Calculated values
E_HOMO, hartree: -0.3724
Kohn-Sham gap, eV: 9.31
SMILES string: Br[SiH](Br)Br.C=CC

---

## b
The molecule C3H7Br3Si, computed with ωB97M-V with the def2-TZVPD basis set.

```
! wB97M-V def2-TZVPD RIJCOSX def2/J DEFGRID3
* xyz 0 1
C 0.975 0.093 -1.619
C -0.833 0.235 0.127
C -0.235 -0.568 -0.941
Si 0.159 0.248 1.868
Br -1.576 -0.962 -2.302
Br -0.085 -1.855 2.632
Br -1.001 1.620 3.262
H 1.362 -0.460 -2.441
H 0.564 1.094 -1.780
H 1.878 0.135 -0.885
H -1.795 -0.173 0.304
H -0.952 1.346 0.021
H 0.099 -1.595 -0.508
H 1.438 0.842 2.262
*
```

Calculated values
E_HOMO, hartree: -0.3762
Kohn-Sham gap, eV: 10.74
SMILES string: C[C@H](Br)C[SiH](Br)Br

---

Tell me which of them is the least stable. Sure, it is a.

---

## a
A cluster of 2 separate species, C2H7NO2Si in total, computed with ωB97M-V with the def2-TZVPD basis set.

```
! wB97M-V def2-TZVPD RIJCOSX def2/J DEFGRID3
* xyz 0 1
C -1.315 -0.217 -0.850
C 0.226 -0.123 -0.688
N 0.936 -1.046 -1.535
O 0.320 -2.066 -1.827
O 1.992 -0.804 -2.048
Si 0.889 -0.480 1.140
H -1.529 -0.428 -1.878
H -1.802 0.675 -0.423
H -1.527 -1.049 -0.109
H 1.073 1.372 -0.999
H 1.989 -1.452 1.124
H 1.409 0.703 1.844
H -0.349 -0.950 1.632
*
```

Calculated values
E_HOMO, hartree: -0.3777
Kohn-Sham gap, eV: 9.94

---

## b
The molecule C2H7NO2Si, computed with ωB97M-V with the def2-TZVPD basis set.

```
! wB97M-V def2-TZVPD RIJCOSX def2/J DEFGRID3
* xyz 0 1
C -0.199 0.995 -1.408
C -0.519 -1.676 0.576
N 1.786 -0.221 -0.254
O -0.774 1.082 1.470
O 2.809 0.199 0.260
Si 0.061 0.096 0.329
H -1.247 0.731 -1.580
H -0.057 2.122 -1.290
H 0.560 0.858 -2.112
H -1.377 -1.579 -0.063
H 0.158 -2.460 0.399
H -0.885 -1.717 1.564
H -0.315 1.571 2.107
*
```

Calculated values
E_HOMO (alpha / beta), hartree: -0.3033 / -0.3041
Kohn-Sham gap (alpha / beta), eV: 8.35 / 8.38
SMILES string: C[Si](C)(O)N=O

---

Tell me which of them is the least stable. Sure, it is a.

---

## a
A structure of composition C10H16N2, computed with ωB97M-V with the def2-TZVPD basis set.

```
! wB97M-V def2-TZVPD RIJCOSX def2/J DEFGRID3
* xyz 0 1
C -0.648 -1.750 -0.131
C -0.973 -0.986 -1.423
C -1.533 -1.969 -2.464
C -2.034 0.086 -1.124
C 0.238 -0.309 -2.019
C 1.484 -0.315 -1.539
C 1.833 2.712 4.009
C 1.431 2.453 2.610
C 1.178 0.956 2.385
C 0.786 0.703 1.011
H -1.552 -2.229 0.254
H -0.271 -1.103 0.653
H 0.100 -2.520 -0.314
H -1.785 -1.453 -3.395
H -2.447 -2.458 -2.096
H -0.794 -2.751 -2.695
H -1.686 0.805 -0.383
H -2.289 0.642 -2.034
H -2.955 -0.370 -0.736
H 0.040 0.243 -2.927
H 1.791 -0.844 -0.646
H 2.284 0.228 -2.040
H 0.528 3.034 2.400
H 2.214 2.799 1.977
H 2.075 0.366 2.602
H 0.386 0.599 3.052
N 2.137 2.897 5.109
N 0.463 0.532 -0.095
*
```

Calculated values
E_HOMO, hartree: -0.2722
Kohn-Sham gap, eV: 7.82

---

## b
The molecule C10H16N2, computed with ωB97M-V with the def2-TZVPD basis set.

```
! wB97M-V def2-TZVPD RIJCOSX def2/J DEFGRID3
* xyz 0 1
N 1.332 2.939 0.494
C 1.227 3.171 1.805
C 0.872 1.711 -0.058
C 0.568 0.646 0.750
N -1.206 -1.779 -1.418
C -2.324 -1.754 -2.363
C 0.561 2.174 2.762
C 0.866 0.750 2.254
C 0.174 -2.024 -1.854
C -1.220 -0.598 -0.512
C 1.070 -1.310 -0.839
C 0.124 -0.688 0.194
H 1.458 4.165 2.133
H 0.792 1.709 -1.143
H -2.244 -0.856 -2.997
H -2.396 -2.665 -2.940
H -3.247 -1.697 -1.746
H -0.500 2.302 2.859
H 1.020 2.336 3.747
H 1.912 0.483 2.410
H 0.280 0.028 2.814
H 0.352 -1.609 -2.843
H 0.378 -3.096 -1.927
H -2.026 -0.601 0.213
H -1.325 0.305 -1.096
H 1.743 -2.013 -0.348
H 1.723 -0.574 -1.354
H 0.036 -1.455 1.001
*
```

Calculated values
E_HOMO, hartree: -0.2985
Kohn-Sham gap, eV: 8.85
SMILES string: CN1CC[C@@H](C2=CN=CCC2)C1

---

## c
The molecule C10H16N2, computed with ωB97M-V with the def2-TZVPD basis set.

```
! wB97M-V def2-TZVPD RIJCOSX def2/J DEFGRID3
* xyz 0 1
C -3.832 -0.509 -0.171
C -3.635 0.336 0.943
C -2.737 -0.383 -0.973
C -2.422 0.893 0.741
C 2.291 2.139 -0.094
C 3.057 0.932 0.274
C 1.834 0.823 -0.658
C 1.377 -2.170 0.766
C 0.623 -1.384 -0.301
C 0.670 0.126 -0.109
N -1.817 0.440 -0.358
N -0.594 0.808 -0.783
H -4.581 -1.173 -0.333
H -4.247 0.686 1.688
H -2.461 -1.054 -1.702
H -1.829 1.459 1.462
H 1.674 2.542 0.644
H 2.492 2.779 -0.920
H 3.961 0.836 -0.141
H 2.771 0.527 1.163
H 2.110 0.650 -1.650
H 0.978 -2.015 1.824
H 1.095 -3.182 0.376
H 2.458 -1.886 0.755
H 1.055 -1.813 -1.251
H -0.355 -1.819 -0.336
H 0.506 0.268 0.898
H -0.444 1.145 -1.755
*
```

Calculated values
E_HOMO, hartree: -0.2998
Kohn-Sham gap, eV: 9.19
SMILES string: CC[C@H](Nn1cccc1)C1CC1

---

Tell me which of them is the least stable. Sure, it is a.